# 1
Density functional theory data (ωB97M-V/def2-TZVPD) for a structure of composition C13H28N4O7Sr.

The geometry in ORCA input format:
```
! wB97M-V def2-TZVPD RIJCOSX def2/J DEFGRID3
* xyz 0 1
O 1.79 1.39 0.19
H 2.78 -1.18 4.44
C 1.81 -3.32 -1.72
H 0.38 1.26 -4.48
H 2.09 -2.63 -2.52
H -2.80 2.92 -0.39
H -1.56 2.79 2.94
H -0.78 -3.01 -0.75
O -0.72 -1.33 3.86
O -1.36 2.25 0.95
O -2.61 -1.48 2.15
C 1.86 -0.60 4.56
H -0.08 5.04 1.85
H -3.46 0.63 -4.67
C -2.42 0.14 -2.86
H -0.65 4.96 -0.41
C 3.29 0.86 2.42
N -0.34 0.71 -1.98
H -1.15 2.77 -1.05
H -2.35 5.17 0.06
H -1.24 1.01 -5.18
Sr -1.36 -0.25 0.64
H 3.31 1.59 3.25
C -0.50 0.61 -4.48
N -2.70 0.05 -1.53
H 1.17 -1.16 5.21
H -3.05 -1.09 -4.50
H -4.37 -0.40 -3.52
C -3.38 -0.20 -3.94
O -3.78 -0.52 -1.14
H 0.11 2.75 2.30
O 0.93 0.90 -2.16
C 1.91 0.35 2.19
H -3.45 -1.92 2.31
N 1.21 0.51 1.05
H 3.66 1.35 1.52
C 1.22 -0.35 3.25
H 1.41 1.14 -0.74
C -1.07 0.52 -3.11
C -0.92 3.05 2.08
C -1.46 4.56 0.21
N -0.04 -0.71 2.94
H -0.20 -0.38 -4.85
H 3.96 0.04 2.70
C -1.74 3.10 -0.18
C -1.03 4.53 1.70
H -2.00 -1.56 2.98
H 2.13 0.34 5.06
H 1.42 -4.27 -2.11
H 0.84 -2.73 -1.06
H -1.79 5.02 2.32
O -0.12 -2.32 -0.57
H 2.63 -3.48 -1.01
*
```

Results
Lowest unoccupied orbital energy (spin up / spin down) (eV): -0.94 / -2.25
Energy relative to the best compared isomer or geometry (same formula, charge and spin) (kJ/mol): 0.0
HOMO (spin up / spin down) (Ha): -0.241 / -0.241

---

# 2
Density functional theory data (ωB97M-V/def2-TZVPD) for a cluster of 2 separate species, C13H28NO5S in total.

The geometry in ORCA input format:
```
! wB97M-V def2-TZVPD RIJCOSX def2/J DEFGRID3
* xyz 1 1
H -2.91 1.10 0.97
C 1.27 4.93 1.36
C -2.10 0.96 -1.04
H 0.96 5.88 0.94
S 0.60 1.22 -1.61
H -0.52 -0.20 -0.16
H -2.42 -5.20 2.88
H 2.90 1.30 -2.63
H -2.19 0.26 -1.87
H -0.46 3.92 0.55
H 1.02 4.69 -1.29
H 1.01 4.89 2.42
H -2.95 -0.55 0.30
H 2.28 3.58 -0.78
C 0.66 -4.53 -0.81
C 1.87 -0.50 -0.23
C 1.20 3.73 -0.80
H -2.36 3.11 -0.73
N 1.99 0.91 -0.71
H -0.58 1.46 0.46
H 3.01 -0.61 1.57
H 2.36 4.88 1.27
C -3.07 0.51 0.07
O -1.63 -4.45 0.46
O -0.97 -6.18 1.76
H 0.83 2.83 1.14
H 3.78 1.92 -1.21
H -2.22 -6.95 3.14
H -3.05 -6.35 1.68
C 3.19 1.08 -1.60
O 0.61 2.79 -1.77
H 3.80 0.18 -1.57
H -3.53 2.36 -1.82
C -2.48 2.36 -1.53
H 1.39 0.11 1.77
O 1.72 -1.37 -1.03
H 1.69 -4.71 -1.11
C -0.82 -5.27 0.80
H -1.91 2.68 -2.41
H 0.00 -4.74 -1.65
C -0.69 0.85 -0.44
C -2.25 -6.16 2.40
C 1.96 -0.66 1.25
C 0.62 3.76 0.59
H -4.10 0.69 -0.25
H 1.57 -1.65 1.50
O 0.40 -5.41 0.28
H 0.55 -3.49 -0.51
*
```

Results
Lowest unoccupied orbital energy (eV): -3.09
Energy relative to the best compared isomer or geometry (same formula, charge and spin) (kJ/mol): 51.7
HOMO (Ha): -0.474

---

# 3
Density functional theory data (ωB97M-V/def2-TZVPD) for a structure of composition C13H29AsBr3F6O18S5.

The geometry in ORCA input format:
```
! wB97M-V def2-TZVPD RIJCOSX def2/J DEFGRID3
* xyz -1 1
F -0.34 1.40 -0.08
S 2.88 2.34 -3.14
C 1.47 5.75 -3.78
O 3.03 3.94 -3.42
O 2.40 -6.95 0.87
H -1.16 -5.48 4.39
H 3.26 -2.92 -0.16
O 2.94 -0.40 4.22
C 2.39 -3.58 -0.18
F -2.57 0.56 0.64
H 0.61 3.05 -2.44
C 2.79 0.58 2.04
F -1.84 -1.76 0.17
O -3.46 4.39 -6.03
H -0.12 2.08 -4.57
Br 0.80 4.32 1.05
H -1.30 3.16 1.25
Br -0.31 2.57 3.58
S -2.53 3.90 -5.06
C -3.25 -4.97 4.07
O 2.79 -4.88 -0.55
H -1.38 -3.95 3.62
O 0.93 -6.49 -1.03
H -2.61 0.82 -3.69
H -1.74 -4.21 5.40
O -4.10 -3.88 4.41
H 2.06 1.27 1.62
H -3.52 -5.80 4.74
C 2.10 -0.30 3.08
H 1.55 3.79 -4.87
H 1.13 0.10 3.34
C -2.15 1.79 -3.73
S -4.97 -3.14 3.22
C -1.81 -4.60 4.38
O -1.56 2.84 -5.83
O 5.27 0.43 4.72
O 3.32 1.92 5.01
H 0.84 -2.91 1.12
H 2.94 4.90 -5.13
H 3.19 0.02 1.19
O 0.89 -4.95 0.97
C -1.13 1.85 -4.90
H -1.08 0.92 -5.46
H 1.98 -3.78 2.13
H -3.17 -3.46 1.72
C 2.17 4.57 -4.42
O -3.15 2.75 -4.10
H -3.43 -5.35 3.06
F -0.40 -0.32 1.67
C 1.60 -3.69 1.11
C 1.38 2.35 -2.11
O 3.87 1.22 2.70
O -5.55 -2.02 3.88
As -1.08 -0.17 0.09
H -4.09 -2.04 1.34
H -1.73 2.11 -2.78
O -5.75 -4.12 2.53
H 1.35 6.55 -4.52
O 4.02 1.99 -2.35
H 0.48 5.47 -3.42
O -1.75 4.79 -4.25
F -1.57 0.04 -1.57
H 0.93 1.36 -2.14
H 1.93 -1.30 2.67
F 0.37 -0.99 -0.49
S 1.73 -5.99 0.03
H -2.78 -2.14 2.69
S 3.96 0.85 4.29
H 2.06 6.24 -3.02
O 2.67 1.70 -4.43
H 1.79 -3.11 -0.96
C -3.62 -2.57 2.17
Br -1.88 5.19 2.52
C -0.74 3.66 2.03
H 1.73 2.69 -1.14
*
```

Results
Lowest unoccupied orbital energy (eV): 1.60
HOMO (Ha): -0.315

---

# 4
Density functional theory data (ωB97M-V/def2-TZVPD) for a cluster of 3 separate species, C13H29BO4S in total.

The geometry in ORCA input format:
```
! wB97M-V def2-TZVPD RIJCOSX def2/J DEFGRID3
* xyz 0 1
H 0.40 3.67 4.89
H -3.05 5.92 4.05
H 3.68 -1.80 -6.51
C -1.20 2.42 5.50
C 4.06 0.77 -4.87
H -1.22 -0.34 2.06
C -2.59 4.93 4.00
H -2.71 4.58 6.16
O 5.05 -0.14 -4.82
H -2.50 -3.66 -3.08
H -4.08 4.00 5.24
C -1.19 -3.01 0.24
C 4.86 -1.56 -4.69
H -2.74 -2.04 4.46
H 2.40 0.36 -6.14
C -0.20 3.50 5.78
H -1.73 -2.54 -5.08
C -2.39 -1.05 3.92
H -1.46 -4.16 0.06
C -1.26 -2.04 -4.11
C -2.99 4.11 5.21
H -0.64 4.44 6.11
S -1.84 -2.01 -1.20
H -0.03 -2.90 0.30
H -2.64 -3.34 2.16
H 4.50 -3.28 -5.96
H -1.76 -0.45 4.74
H 5.79 -1.97 -4.28
H -1.70 -0.95 -3.99
C -1.55 -3.01 -2.80
H -0.08 -1.97 -4.28
H -0.32 -1.65 3.17
H 4.07 -1.79 -3.96
O 4.31 1.97 -4.82
H -0.58 -3.69 -2.64
H 0.45 3.17 6.60
H 2.46 -0.71 -4.72
C 4.60 -2.19 -6.05
O -2.45 2.77 5.13
C 2.65 0.30 -5.08
H -3.31 -0.39 3.63
B -1.81 -2.61 1.71
H 5.42 -1.97 -6.74
C -1.35 -1.34 2.65
O -0.87 1.24 5.54
H 1.98 0.95 -4.51
H -1.51 5.04 3.93
H -2.92 4.43 3.08
*
```

Results
Lowest unoccupied orbital energy (eV): 0.48
HOMO (Ha): -0.312

---

# 5
Density functional theory data (ωB97M-V/def2-TZVPD) for a structure of composition C13H29BrNNbO7P.

The geometry in ORCA input format:
```
! wB97M-V def2-TZVPD RIJCOSX def2/J DEFGRID3
* xyz -1 1
H -0.79 4.88 2.04
H -1.01 3.96 -0.82
O 2.04 -2.14 -1.99
C 3.20 -1.44 0.94
C 2.40 -0.28 -3.51
C 0.58 -2.21 -2.10
O 3.47 -2.38 -3.66
H 0.50 -2.62 -0.01
H 3.15 0.48 1.78
H -1.58 1.64 2.16
H -0.05 0.83 -2.45
H -1.02 -2.65 -0.84
C -2.01 0.18 -2.62
H -3.00 -3.20 3.15
C -1.41 1.87 1.11
C 2.67 -1.69 -3.08
H 1.89 -0.55 2.36
O -1.39 4.19 1.73
C -0.97 0.86 -1.86
H 3.37 0.20 -3.63
Br -3.64 1.34 -2.89
H 0.38 -3.19 -2.53
Nb -0.69 -0.11 0.24
C -0.14 3.66 -0.24
H 1.83 0.29 -2.79
H 1.63 1.50 0.52
P -2.08 -1.36 3.23
C 2.41 -0.25 1.45
H 0.24 -1.49 -2.84
H -0.03 -0.33 2.98
H 2.57 -2.29 0.66
C -0.60 -1.01 2.36
O -3.14 -0.18 3.04
O -2.05 -0.90 -3.09
H 1.90 0.20 -0.58
O -1.90 -1.70 4.67
H -2.41 2.08 0.70
H -3.35 -0.24 0.67
C -0.09 -2.07 -0.75
O -2.80 -2.56 2.46
H -1.27 1.90 -1.76
N -2.68 -0.77 0.13
H 3.78 -1.18 0.05
C 1.48 0.43 0.41
H -2.90 0.56 3.60
H 0.54 4.50 -0.12
H -2.85 -1.76 0.21
C -0.59 3.13 1.11
H 1.92 -0.27 -4.49
H 0.39 2.91 -0.83
H -0.07 -1.96 2.30
H 0.29 3.01 1.75
H 3.90 -1.78 1.70
*
```

Results
Lowest unoccupied orbital energy (eV): 2.10
HOMO (Ha): -0.200

---

Repeat the first record exactly.
Density functional theory data (ωB97M-V/def2-TZVPD) for a structure of composition C13H28N4O7Sr.

The geometry in ORCA input format:
```
! wB97M-V def2-TZVPD RIJCOSX def2/J DEFGRID3
* xyz 0 1
O 1.79 1.39 0.19
H 2.78 -1.18 4.44
C 1.81 -3.32 -1.72
H 0.38 1.26 -4.48
H 2.09 -2.63 -2.52
H -2.80 2.92 -0.39
H -1.56 2.79 2.94
H -0.78 -3.01 -0.75
O -0.72 -1.33 3.86
O -1.36 2.25 0.95
O -2.61 -1.48 2.15
C 1.86 -0.60 4.56
H -0.08 5.04 1.85
H -3.46 0.63 -4.67
C -2.42 0.14 -2.86
H -0.65 4.96 -0.41
C 3.29 0.86 2.42
N -0.34 0.71 -1.98
H -1.15 2.77 -1.05
H -2.35 5.17 0.06
H -1.24 1.01 -5.18
Sr -1.36 -0.25 0.64
H 3.31 1.59 3.25
C -0.50 0.61 -4.48
N -2.70 0.05 -1.53
H 1.17 -1.16 5.21
H -3.05 -1.09 -4.50
H -4.37 -0.40 -3.52
C -3.38 -0.20 -3.94
O -3.78 -0.52 -1.14
H 0.11 2.75 2.30
O 0.93 0.90 -2.16
C 1.91 0.35 2.19
H -3.45 -1.92 2.31
N 1.21 0.51 1.05
H 3.66 1.35 1.52
C 1.22 -0.35 3.25
H 1.41 1.14 -0.74
C -1.07 0.52 -3.11
C -0.92 3.05 2.08
C -1.46 4.56 0.21
N -0.04 -0.71 2.94
H -0.20 -0.38 -4.85
H 3.96 0.04 2.70
C -1.74 3.10 -0.18
C -1.03 4.53 1.70
H -2.00 -1.56 2.98
H 2.13 0.34 5.06
H 1.42 -4.27 -2.11
H 0.84 -2.73 -1.06
H -1.79 5.02 2.32
O -0.12 -2.32 -0.57
H 2.63 -3.48 -1.01
*
```

Results
Lowest unoccupied orbital energy (spin up / spin down) (eV): -0.94 / -2.25
Energy relative to the best compared isomer or geometry (same formula, charge and spin) (kJ/mol): 0.0
HOMO (spin up / spin down) (Ha): -0.241 / -0.241